Record 1
Molecular formula: C10H7NO
Method: DFT, the ωB97M-V functional and the def2-TZVPD basis

Computed properties:
Total charge ... 0
SMILES ... O=Cc1ccnc2ccccc12
Orbital gap ... 8.46 eV
ΔE to the lowest compared entry with this formula, charge and spin ... 3.158 eV

```
19
Properties=species:S:1:pos:R:3:nbo_charge:R:1
O -2.52 -1.99 0.09 -0.513
C -2.55 -0.73 -0.01 0.415
C -1.37 0.13 -0.08 -0.152
C -1.63 1.48 -0.03 -0.186
C -0.50 2.48 -0.05 0.069
N 0.70 2.14 0.02 -0.372
C 0.96 0.88 0.07 0.126
C 2.30 0.37 0.04 -0.142
C 2.74 -0.79 -0.02 -0.245
C 1.83 -1.86 -0.05 -0.196
C 0.44 -1.65 -0.01 -0.171
C -0.03 -0.18 -0.01 -0.032
H -3.36 -0.22 -0.13 0.120
H -2.66 1.87 0.00 0.215
H -0.63 3.40 0.23 0.180
H 3.13 1.36 0.04 0.207
H 3.91 -1.00 -0.02 0.229
H 1.97 -2.87 -0.01 0.215
H -0.27 -2.38 -0.04 0.234
```


Record 2
Molecular formula: C15H31AlNO8
Method: DFT, the ωB97M-V functional and the def2-TZVPD basis

Computed properties:
Total charge ... -1
Orbital gap ... 6.96 eV

```
56
Properties=species:S:1:pos:R:3:nbo_charge:R:1
C -1.99 0.46 -0.37 -0.657
C -1.51 1.41 -1.54 -0.057
O -0.21 1.91 -1.17 -0.961
Al -0.32 3.29 0.06 1.395
N -0.21 4.94 -0.99 -0.856
C -1.35 5.30 -1.09 0.736
O -2.36 5.90 -0.97 -0.633
H -2.25 1.05 0.53 0.207
H -1.08 -0.15 -0.09 0.199
H -2.82 -0.24 -0.67 0.209
H -2.21 2.27 -1.72 0.147
H -1.37 0.77 -2.44 0.156
H 0.94 3.12 1.04 -0.435
H -1.66 3.32 0.92 -0.452
O 1.71 5.33 2.15 -0.513
C 1.51 5.55 3.31 0.783
O 2.26 4.91 4.24 -0.517
C 2.23 5.22 5.64 -0.063
C 1.09 4.50 6.33 -0.636
C 0.39 6.44 3.75 -0.744
H 2.20 6.30 5.79 0.167
H 3.18 4.88 6.05 0.187
H 0.12 4.81 5.94 0.213
H 1.11 4.71 7.41 0.203
H 1.17 3.43 6.18 0.222
H -0.54 5.87 3.75 0.253
H 0.30 7.27 3.04 0.247
H 0.54 6.89 4.73 0.198
O -3.43 -1.36 -2.30 -0.565
C -3.36 -2.55 -2.16 0.796
O -2.15 -3.12 -2.04 -0.499
C -1.92 -4.49 -1.69 -0.099
C -2.00 -5.39 -2.91 -0.633
C -4.58 -3.42 -2.19 -0.741
H -2.59 -4.81 -0.89 0.161
H -0.91 -4.53 -1.28 0.255
H -2.99 -5.36 -3.37 0.197
H -1.77 -6.42 -2.65 0.210
H -1.30 -5.05 -3.67 0.216
H -4.85 -3.62 -3.23 0.236
H -5.40 -2.89 -1.70 0.242
H -4.47 -4.37 -1.66 0.212
O 0.91 -4.85 -0.66 -0.596
C 1.89 -4.30 -1.09 0.815
O 1.78 -3.48 -2.14 -0.495
C 2.84 -2.64 -2.63 -0.073
C 3.76 -3.40 -3.56 -0.636
C 3.25 -4.59 -0.52 -0.742
H 3.38 -2.18 -1.80 0.184
H 2.36 -1.84 -3.18 0.217
H 4.25 -4.24 -3.06 0.200
H 4.53 -2.74 -3.97 0.220
H 3.19 -3.83 -4.39 0.217
H 3.63 -5.51 -0.96 0.239
H 3.15 -4.72 0.56 0.246
H 3.98 -3.79 -0.67 0.221
```


Record 3
Molecular formula: C16H42B3MgO9S3
Method: DFT, the ωB97M-V functional and the def2-TZVPD basis

Computed properties:
Total charge ... -1
Orbital gap ... 7.86 eV

```
74
Properties=species:S:1:pos:R:3:lowdin_charge:R:1
Mg -0.72 -1.62 1.83 0.298
B -0.35 -0.49 0.20 -0.408
H -1.25 -0.07 0.62 -0.026
H -0.14 -0.11 -0.79 -0.019
H 0.42 -0.30 0.93 -0.044
H -0.59 -1.54 0.05 -0.021
B -0.68 -0.57 3.56 -0.362
H 0.27 -0.49 3.07 -0.045
H -0.54 0.00 4.46 -0.021
H -1.47 -0.15 2.95 -0.020
H -0.92 -1.60 3.77 -0.014
B -2.44 -2.85 1.52 -0.375
H -2.82 -2.95 0.51 -0.027
H -3.11 -3.46 2.11 -0.017
H -1.47 -3.33 1.52 -0.039
H -2.41 -1.82 1.83 -0.047
C 3.91 1.40 -0.32 -0.016
C 3.28 2.57 0.40 -0.318
C 2.31 2.12 1.45 -0.114
O 2.58 2.85 2.65 0.052
C 3.94 3.31 2.39 -0.489
O 4.75 3.67 3.23 0.121
O 4.36 3.04 1.18 0.075
H 4.53 0.84 0.38 0.093
H 4.52 1.69 -1.17 0.085
H 3.11 0.76 -0.70 0.089
H 3.04 3.39 -0.26 0.150
H 2.35 1.06 1.69 0.130
H 1.25 2.28 1.22 0.143
C -4.31 -1.29 -2.51 -0.224
C -3.58 0.02 -2.02 -0.168
C -4.09 0.27 -0.53 -0.200
S -5.48 -0.82 -0.13 0.726
O -6.50 0.03 0.51 -0.366
O -4.98 -2.00 0.57 -0.328
C -5.73 -1.26 -1.96 -0.208
H -3.82 -2.13 -2.03 0.108
H -4.22 -1.53 -3.57 0.108
H -3.97 0.79 -2.67 0.091
H -2.50 -0.04 -2.17 0.098
H -4.40 1.31 -0.48 0.088
H -3.35 0.27 0.27 0.088
H -6.34 -0.43 -2.32 0.087
H -6.36 -2.14 -2.09 0.095
C 4.61 -3.62 1.34 -0.235
C 4.21 -4.38 2.58 -0.226
C 2.67 -4.73 2.56 -0.132
S 2.01 -3.51 1.26 0.792
O 0.93 -2.65 1.72 -0.349
O 1.74 -4.32 0.04 -0.315
C 3.51 -2.53 1.16 -0.199
H 4.75 -4.35 0.55 0.117
H 5.61 -3.20 1.42 0.115
H 4.42 -3.77 3.46 0.112
H 4.90 -5.22 2.57 0.111
H 2.06 -4.50 3.44 0.096
H 2.42 -5.76 2.29 0.096
H 3.45 -1.90 2.05 0.115
H 3.37 -1.93 0.26 0.109
C -0.89 3.24 -1.92 -0.221
C 0.06 4.42 -2.09 -0.230
C 0.65 4.65 -3.49 -0.239
S -0.43 3.75 -4.60 0.777
O 0.34 2.63 -5.26 -0.379
O -1.37 4.58 -5.38 -0.378
C -1.65 3.06 -3.21 -0.156
H -1.53 3.41 -1.05 0.122
H -0.31 2.35 -1.69 0.104
H 0.91 4.57 -1.42 0.099
H -0.49 5.32 -1.82 0.109
H 1.70 4.36 -3.58 0.098
H 0.67 5.72 -3.73 0.101
H -1.83 1.99 -3.31 0.079
H -2.56 3.65 -3.29 0.096
```


Record 4
Molecular formula: C33H46BrMnN3P2Se
Method: DFT, the ωB97M-V functional and the def2-TZVPD basis

Computed properties:
<S²> ... 8.8699
Total charge ... +2
2S+1 ... 6
Orbital gap (spin up / spin down) ... 4.82 / 3.22 eV
ΔE to the lowest compared entry with this formula, charge and spin ... 1.459 eV

```
87
Properties=species:S:1:pos:R:3:lowdin_spin:R:1
C -3.49 -2.45 -6.67 -0.002
C -2.18 -1.99 -6.37 0.005
C -1.37 -1.53 -7.43 -0.002
C -1.86 -1.62 -8.75 0.001
N -3.10 -2.05 -8.98 -0.004
C -3.91 -2.46 -8.00 0.001
C -1.60 -2.10 -5.06 0.003
C -0.76 -1.55 -4.20 -0.065
C -0.04 -1.14 -3.04 0.003
C 0.00 0.13 -2.43 -0.010
C 0.40 0.23 -1.10 0.024
C 0.82 -0.90 -0.36 -0.002
C 0.83 -2.17 -1.04 0.011
C 0.58 -2.26 -2.42 0.019
Mn -0.69 -3.49 -4.07 4.017
P -0.87 2.37 1.14 0.262
H -0.37 -1.10 -7.25 0.000
H -4.17 -2.74 -5.88 0.000
H -1.20 -1.30 -9.59 0.000
H -4.91 -2.81 -8.26 0.000
H 0.77 -3.19 -3.02 0.016
H -0.34 1.01 -3.00 0.000
H 1.07 -3.07 -0.49 0.000
H 0.24 1.18 -0.58 0.014
C -0.34 2.28 2.90 0.024
C 0.58 3.41 3.39 0.006
H 0.16 1.31 3.01 0.002
H -1.25 2.23 3.51 0.001
H 0.76 3.25 4.46 0.002
H 1.55 3.39 2.88 0.000
H 0.12 4.40 3.26 0.000
C 0.15 3.70 0.37 0.056
C -0.38 4.11 -1.01 0.002
H 1.17 3.30 0.23 0.001
H 0.24 4.59 1.02 0.010
H 0.47 4.47 -1.60 0.000
H -0.81 3.26 -1.56 0.001
H -1.12 4.92 -0.98 0.000
C -2.52 3.14 1.20 0.017
C -2.56 4.50 1.91 0.010
H -3.16 2.41 1.71 -0.001
H -2.89 3.20 0.16 0.001
H -3.58 4.88 1.83 0.002
H -2.32 4.38 2.97 0.000
H -1.89 5.25 1.46 0.001
Br 1.04 -0.92 1.50 0.002
P 4.19 -0.36 -0.97 0.000
C 3.32 1.17 -0.43 0.000
C 4.23 2.28 0.10 0.000
H 2.57 0.88 0.33 0.000
H 2.76 1.56 -1.30 0.000
H 3.69 3.24 0.11 0.000
H 4.58 2.10 1.13 0.000
H 5.11 2.40 -0.54 0.000
C 3.96 -1.58 0.37 0.000
C 5.22 -2.37 0.74 0.000
H 3.19 -2.27 0.00 0.000
H 3.55 -1.09 1.26 0.000
H 5.09 -2.95 1.65 0.000
H 5.44 -3.07 -0.08 0.000
H 6.09 -1.73 0.88 0.000
C 3.64 -0.85 -2.63 0.000
C 4.69 -0.34 -3.65 0.000
H 2.64 -0.46 -2.81 0.000
H 3.56 -1.96 -2.69 0.000
H 4.50 -0.73 -4.65 0.000
H 4.69 0.76 -3.70 0.000
H 5.71 -0.65 -3.35 0.000
C -1.70 -3.20 2.95 0.003
N -2.28 -2.06 3.64 0.037
C -2.80 -0.93 3.04 0.020
Se -2.91 -0.47 1.28 0.394
N -3.24 -0.16 4.09 0.032
C -3.01 -0.78 5.31 0.021
C -3.46 -0.43 6.58 0.004
C -3.22 -1.38 7.60 0.016
C -2.58 -2.60 7.31 0.018
C -2.15 -2.92 6.02 0.003
C -2.39 -1.98 5.03 0.019
H -1.87 -4.08 3.59 0.001
H -0.62 -3.07 2.81 0.001
H -2.19 -3.34 1.99 0.002
H -3.74 0.72 3.97 0.000
H -3.95 0.52 6.71 0.000
H -3.55 -1.16 8.61 0.001
H -2.43 -3.30 8.13 0.001
H -1.64 -3.85 5.78 0.000
```


Record 5
Molecular formula: C2H4FNO
Method: DFT, the ωB97M-V functional and the def2-TZVPD basis

Computed properties:
<S²> ... 2.0038
Total charge ... 0
2S+1 ... 3
Orbital gap (spin up / spin down) ... 7.47 / 8.91 eV
ΔE to the lowest compared entry with this formula, charge and spin ... 1.946 eV

```
9
Properties=species:S:1:pos:R:3:lowdin_spin:R:1
C 1.25 1.55 -0.38 1.332
C -0.87 -0.96 0.69 0.008
N -1.31 -0.36 -0.25 0.003
O 1.40 0.35 -0.81 0.386
F 2.53 1.85 -0.07 0.259
H 0.11 -1.47 0.59 0.001
H -1.42 -1.01 1.63 0.000
H 0.48 -0.12 -1.15 0.012
H -2.17 0.16 -0.26 0.000
```


Record 6
Molecular formula: C2H4BrN3S
Method: DFT, the ωB97M-V functional and the def2-TZVPD basis

Computed properties:
Total charge ... 0
SMILES ... [H]/N=C1/CN(Br)NS1
Orbital gap (spin up / spin down) ... 7.95 / 7.95 eV
ΔE to the lowest compared entry with this formula, charge and spin ... 0.256 eV

```
11
Properties=species:S:1:pos:R:3:nbo_charge:R:1
H 0.87 2.49 1.26 0.368
N 0.29 1.61 1.46 -0.603
C 0.41 0.65 0.71 0.145
C -0.47 -0.54 0.66 -0.353
N -0.66 -1.02 -0.69 -0.085
Br -1.76 0.59 -1.87 -0.264
N 0.54 -1.05 -1.12 -0.454
S 1.45 0.43 -0.75 0.324
H 0.13 -1.39 1.19 0.248
H -1.47 -0.56 1.27 0.269
H 0.69 -1.22 -2.12 0.404
```


Record 7
Molecular formula: C9H26BN2OP2
Method: DFT, the ωB97M-V functional and the def2-TZVPD basis

Computed properties:
Total charge ... +1
SMILES ... CCB(O)[N@@+](CC(C)C)([PH2]=N)P(C)CC
Orbital gap ... 10.34 eV

```
41
Properties=species:S:1:pos:R:3:nbo_charge:R:1
C 3.07 -1.75 -0.81 -0.602
C 2.42 -0.52 -1.48 -0.842
B 0.87 -0.37 -1.32 1.198
O 0.02 -0.21 -2.35 -0.883
N 0.12 -0.36 0.06 -1.039
C -1.27 0.29 -0.05 -0.222
C -2.42 -0.51 -0.69 -0.244
C -3.17 -1.43 0.30 -0.626
C -3.39 0.53 -1.26 -0.599
P 0.05 -2.02 0.74 1.527
N -0.41 -3.17 -0.14 -1.262
P 1.29 0.66 1.20 1.058
C 0.34 0.75 2.75 -0.999
C 1.02 2.33 0.49 -0.763
C 2.25 3.21 0.79 -0.621
H 4.03 -1.96 -1.29 0.239
H 3.27 -1.56 0.25 0.215
H 2.46 -2.64 -0.89 0.217
H 2.61 -0.57 -2.55 0.244
H 2.93 0.39 -1.13 0.260
H 0.43 0.02 -3.18 0.523
H -1.10 1.20 -0.62 0.225
H -1.57 0.58 0.96 0.213
H -2.04 -1.10 -1.52 0.223
H -3.19 -2.46 -0.04 0.240
H -2.72 -1.45 1.30 0.194
H -4.20 -1.09 0.43 0.229
H -2.90 1.18 -1.99 0.210
H -3.80 1.15 -0.46 0.209
H -4.23 0.02 -1.74 0.233
H 1.36 -2.09 1.24 -0.045
H -0.70 -1.73 1.89 -0.066
H -0.70 -3.07 -1.10 0.416
H 0.40 -0.18 3.32 0.255
H -0.69 1.09 2.68 0.241
H 0.89 1.50 3.32 0.276
H 0.12 2.78 0.91 0.241
H 0.85 2.25 -0.59 0.238
H 2.03 3.94 1.57 0.233
H 3.11 2.63 1.11 0.219
H 2.56 3.75 -0.11 0.238
```


no.,molecular weight (g mol⁻¹),DFT total energy (eV)
1,157.17,-14017.46835
2,380.39,-40527.47047
3,531.45,-75673.99511
4,760.50,-224704.14759
5,77.06,-8387.47700
6,182.05,-87483.65964
7,251.08,-34031.45556